The following is a DFT calculation (ωB97M-V/def2-TZVPD) of a structure of composition C35H70BrCaClCsFLiN2O16P2S2Si at a distorted geometry.

Each line ends with the Mulliken charge.
Positions of all 134 atoms, in Å:
1 C 2.7288 5.1493 -0.4623  -0.754
2 O 2.0467 4.2072 -1.2954  -0.223
3 C 2.4457 4.4512 -2.6380  -0.299
4 C 1.2218 4.3808 -3.5625  -1.367
5 C 0.6394 2.9582 -3.3564  -0.528
6 C 1.6247 2.0187 -4.0767  -1.495
7 C 2.1204 0.8759 -3.1943  -0.488
8 C 3.3141 0.1704 -3.8410  -1.100
9 C 4.1252 -0.4400 -2.7011  0.118
10 O 4.9943 0.5946 -2.2098  -0.286
11 Si 5.9561 0.2207 -0.9191  0.914
12 C 7.6503 -0.4707 -1.6759  -1.559
13 C 6.4536 1.7887 0.0775  -1.538
14 C 5.1971 -1.0719 0.2486  -1.151
15 O 1.1080 0.0079 -2.6900  0.574
16 C 0.4304 -0.7518 -3.6551  -0.007
17 C -1.0078 -0.9493 -3.0856  -0.551
18 C -0.9577 -1.6310 -1.6860  -1.731
19 C -0.7984 -0.6586 -0.5068  0.777
20 C -0.1100 -1.4274 0.6554  -0.525
21 S 0.5993 -0.2831 1.8919  -0.467
22 N -1.6033 0.4000 -2.8873  0.723
23 C -3.0603 0.4767 -3.0909  -1.187
24 C -3.8757 0.3282 -1.7922  0.733
25 C -4.0483 1.6504 -0.9863  0.575
26 C -2.8010 2.5615 -1.0278  -1.310
27 C -5.2693 2.4474 -1.4675  -1.216
28 P 1.1139 -2.4424 -3.9778  0.764
29 O 1.6430 -2.5702 -5.3457  -0.787
30 O -0.1018 -3.5180 -3.8592  -0.552
31 O 2.2125 -2.8953 -2.8508  -0.443
32 H 3.8053 5.1303 -0.6814  0.179
33 H 2.5529 4.9428 0.5956  0.232
34 H 2.3775 6.1650 -0.6839  0.352
35 H 3.1740 3.6877 -2.9579  -0.017
36 H 2.9678 5.4131 -2.7034  0.673
37 H 0.4983 5.1896 -3.4460  0.427
38 H 1.5991 4.4056 -4.5947  0.403
39 H 0.4799 2.7216 -2.3046  0.186
40 H -0.3183 2.9269 -3.8957  0.371
41 H 1.2595 1.6389 -5.0426  0.334
42 H 2.5138 2.6008 -4.3334  0.992
43 H 2.5489 1.3730 -2.3117  0.551
44 H 3.9345 0.9713 -4.2586  0.734
45 H 3.0787 -0.4993 -4.6745  0.363
46 H 3.4182 -0.6643 -1.8921  0.081
47 H 4.6210 -1.4057 -2.9399  -0.053
48 H 8.5106 -0.2946 -0.9469  0.471
49 H 7.4826 -1.5534 -1.8664  0.261
50 H 7.7662 0.1035 -2.6635  0.404
51 H 7.4902 1.7462 0.5162  0.339
52 H 5.7361 2.0191 0.8656  0.303
53 H 6.4494 2.6486 -0.6540  0.479
54 H 4.1186 -1.2592 0.1009  0.507
55 H 5.7685 -2.0015 0.1428  -0.008
56 H 5.3340 -0.8085 1.2931  0.317
57 H 0.3075 -0.2830 -4.6351  0.436
58 H -1.6486 -1.5348 -3.7456  0.646
59 H -1.8766 -2.2204 -1.5714  0.459
60 H -0.1489 -2.3688 -1.6075  0.817
61 H -0.1760 0.2074 -0.7277  -0.603
62 H -1.7501 -0.3160 -0.0956  0.185
63 H -0.8678 -2.0394 1.1584  0.305
64 H 0.6761 -2.0999 0.3098  0.425
65 H 0.1682 0.9499 1.5485  0.177
66 H -1.1835 1.0094 -3.5780  -0.659
67 H -3.4597 -0.2149 -3.8352  0.532
68 H -3.2672 1.4810 -3.4748  0.434
69 H -3.5099 -0.4595 -1.1286  -1.055
70 H -4.8924 0.0378 -2.0948  0.535
71 H -4.2234 1.3867 0.0656  0.361
72 H -3.0227 3.4388 -0.4094  0.591
73 H -2.5671 2.9314 -2.0290  0.197
74 H -1.9456 2.0137 -0.6251  0.018
75 H -6.2030 2.0070 -1.0994  0.008
76 H -5.2962 2.6050 -2.5507  0.322
77 H -5.2228 3.4481 -1.0166  0.439
78 H 0.2791 -4.3478 -4.1814  0.407
79 H 2.4375 -3.8028 -3.1053  0.318
80 F 7.4223 -0.9770 1.0123  -0.791
81 Cs 8.8278 1.5361 -1.8474  1.084
82 Cl -1.7818 0.2778 -5.4745  -0.091
83 C 2.5090 -1.7271 4.8116  0.156
84 C 2.9551 -0.8826 5.7519  -0.515
85 C 3.7897 -1.3530 6.8646  0.427
86 O 4.1959 -0.5886 7.7255  -0.578
87 C 4.1199 -2.7978 6.9036  -0.111
88 C 3.6801 -3.6403 5.9700  -0.512
89 C 2.8394 -3.1694 4.8483  0.099
90 O 2.4396 -3.9355 3.9906  -0.589
91 H 1.8922 -1.4115 3.9772  0.491
92 H 2.7221 0.1753 5.7383  0.446
93 H 4.7365 -3.1263 7.7304  0.234
94 H 3.9139 -4.6973 5.9858  0.408
95 Ca -0.6661 -0.5128 4.3005  -0.079
96 C 6.4973 -1.9700 10.1377  -0.598
97 C 7.8986 -2.1336 10.5183  0.275
98 N 8.9916 -2.2613 10.8160  -0.361
99 H 6.0720 -2.9365 9.8735  0.211
100 H 5.9345 -1.5500 10.9687  0.285
101 H 6.4169 -1.3007 9.2826  0.199
102 Br -3.7273 -0.3738 -7.0026  -0.225
103 Li 5.8994 -2.8886 -1.2194  0.919
104 O -7.7687 -3.0110 0.0397  -0.768
105 P -8.0616 -2.1687 1.2260  1.068
106 O -7.9822 -0.6364 0.6726  -0.327
107 C -8.8993 -0.2110 -0.3293  -0.175
108 C -10.3147 -0.0904 0.2076  -1.087
109 O -6.6517 -2.2389 2.0398  -0.312
110 C -5.6413 -3.1849 1.6978  -0.717
111 C -4.6560 -2.5852 0.7167  -0.666
112 O -8.8173 -1.7599 2.6380  -0.288
113 C -9.9826 -2.4997 3.0403  -0.174
114 C -9.7406 -3.9965 3.0674  -1.151
115 H -8.8661 -0.8932 -1.1833  0.290
116 H -8.5544 0.7639 -0.6733  0.200
117 H -10.7421 -1.0807 0.3988  0.194
118 H -10.9608 0.4145 -0.5113  0.436
119 H -10.3282 0.4628 1.1471  0.282
120 H -6.0803 -4.1034 1.3086  0.366
121 H -5.1240 -3.4484 2.6226  0.415
122 H -5.1601 -2.1360 -0.1392  0.247
123 H -3.9612 -3.3452 0.3520  0.361
124 H -4.0792 -1.7906 1.1951  0.212
125 H -10.8174 -2.2598 2.3752  0.218
126 H -10.2486 -2.1489 4.0369  0.318
127 H -9.5541 -4.3845 2.0596  0.360
128 H -10.6095 -4.5181 3.4692  0.400
129 H -8.8679 -4.2359 3.6758  0.284
130 O 5.5751 6.5819 0.6668  -0.683
131 S 6.2277 6.9518 -0.6133  1.175
132 O 5.2509 6.7683 -1.7243  -0.628
133 O 7.4009 6.0654 -0.8389  -0.723
134 O 6.6711 8.3594 -0.5698  -0.697

As for the charge: -1. For the total energy, the calculation gives -8296.6178 Ha. Its multiplicity is 1. The calculation puts the gap between HOMO and LUMO at 1.148 eV. The value obtained for the highest occupied orbital energy is -2.86 eV.